(1)
Molecular formula: C3F7NO2
Method: DFT, ωB97M-V/def2-TZVPD

Calculated values
Energy above the lowest of the compared OMol25 structures with the same formula, charge and spin, kcal per mole: 46.8
Gap between HOMO and LUMO (spin up / spin down), eV: 9.28 / 6.28
HOMO (spin up / spin down), eV: -10.976 / -10.687

```
! wB97M-V def2-TZVPD RIJCOSX def2/J DEFGRID3
* xyz 0 1
C 0.23 0.06 -0.33
F -0.99 -2.03 -0.68
F -0.87 2.06 1.32
O -0.62 1.10 -2.28
O -0.06 0.02 1.00
N -0.38 0.71 -1.19
F 2.58 -0.02 -0.27
C -1.11 0.74 1.45
F 1.57 -1.88 0.04
F 1.64 -0.99 -1.93
F -2.24 0.51 0.80
C 1.53 -0.76 -0.64
F -1.28 0.48 2.72
*
```

Computed natural (NBO) charges, given in elementary charges:
1. C 0.3212
2. F -0.1641
3. F -0.3190
4. O -0.1483
5. O -0.4666
6. N 0.1335
7. F -0.3123
8. C 1.1683
9. F -0.2823
10. F -0.2972
11. F -0.3033
12. C 0.9549
13. F -0.2848

=====

(2)
Molecular formula: C3H10BClN4O2P
Method: DFT, ωB97M-V/def2-TZVPD

Calculated values
SMILES: NB(O)N1C(N)=[NH+]C[C@H]1P(O)Cl
Gap between HOMO and LUMO, eV: 8.98
HOMO, eV: -12.466

```
! wB97M-V def2-TZVPD RIJCOSX def2/J DEFGRID3
* xyz 1 1
H -2.63 -1.11 -2.32
H -3.07 0.71 -0.80
H -0.25 0.96 2.13
N -2.45 0.21 -0.17
Cl 3.45 1.36 0.72
C 0.09 -0.51 0.80
B -1.42 -0.40 -1.05
C 0.35 1.67 0.19
H -3.02 -0.51 0.26
C 0.82 0.70 -0.89
O 2.74 -1.30 -0.34
H -0.04 -1.65 2.45
H 1.08 2.46 0.37
H 2.70 -1.33 0.63
H -0.60 2.15 -0.02
N 0.24 0.71 1.28
N 0.08 -1.64 1.44
O -1.69 -0.88 -2.27
H 0.24 -2.48 0.91
P 2.69 0.25 -0.86
N 0.00 -0.49 -0.58
H 0.70 1.12 -1.88
*
```

Computed natural (NBO) charges, given in elementary charges:
1. H 0.5114
2. H 0.4012
3. H 0.4383
4. N -1.1615
5. Cl -0.3087
6. C 0.7261
7. B 1.1636
8. C -0.2445
9. H 0.4041
10. C -0.3748
11. O -0.9623
12. H 0.4310
13. H 0.2490
14. H 0.4911
15. H 0.2262
16. N -0.5522
17. N -0.7308
18. O -0.8394
19. H 0.4530
20. P 1.1226
21. N -0.7080
22. H 0.2650

=====

(3)
Molecular formula: C3H10BN
Method: DFT, ωB97M-V/def2-TZVPD

Calculated values
Energy above the lowest of the compared OMol25 structures with the same formula, charge and spin, kcal per mole: 134.2
Gap between HOMO and LUMO (spin up / spin down), eV: 7.27 / 8.55
HOMO (spin up / spin down), eV: -7.050 / -8.215

```
! wB97M-V def2-TZVPD RIJCOSX def2/J DEFGRID3
* xyz 0 1
H 1.65 -0.44 0.22
H -1.88 -1.42 1.96
N -0.32 1.81 -0.68
C 1.16 -0.51 1.17
H 1.71 -1.08 1.88
H 0.40 2.21 -0.10
H -2.54 -1.22 0.21
H 1.36 0.58 1.51
C 0.26 1.18 -1.87
H -0.59 0.67 -2.14
B -0.35 -0.52 0.66
H 1.27 0.62 -1.75
H 0.65 1.94 -2.53
H -1.17 -2.42 0.54
C -1.61 -1.42 0.91
*
```

Computed natural (NBO) charges, given in elementary charges:
1. H 0.2622
2. H 0.2662
3. N -0.6903
4. C -1.1183
5. H 0.2429
6. H 0.3006
7. H 0.2617
8. H 0.2684
9. C -0.4551
10. H 0.2021
11. B 1.0009
12. H 0.1410
13. H 0.1834
14. H 0.2568
15. C -1.1226

=====

(4)
Molecular formula: C3H10BN2O2
Method: DFT, ωB97M-V/def2-TZVPD

Calculated values
Energy above the lowest of the compared OMol25 structures with the same formula, charge and spin, kcal per mole: 0.0
SMILES: NB(O)[C@@H]1COC[NH2+]1
Gap between HOMO and LUMO, eV: 11.17
HOMO, eV: -14.757

```
! wB97M-V def2-TZVPD RIJCOSX def2/J DEFGRID3
* xyz 1 1
C 0.05 0.57 0.59
H 1.27 -1.94 0.20
O -1.96 -0.69 0.49
B 1.49 0.11 0.00
N -0.82 0.92 -0.62
H -1.16 -0.12 2.27
H 2.61 -1.50 -0.66
H -0.26 1.10 -1.46
C -1.64 -0.34 -0.79
H 0.17 1.47 1.20
H -0.29 -1.44 1.45
H -0.98 -1.06 -1.30
N 1.94 -1.21 0.04
C -0.80 -0.49 1.32
H -2.52 -0.14 -1.39
H -1.42 1.72 -0.39
O 2.27 1.07 -0.59
H 2.05 1.97 -0.37
*
```

Computed natural (NBO) charges, given in elementary charges:
1. C -0.3791
2. H 0.3918
3. O -0.4731
4. B 0.9537
5. N -0.5182
6. H 0.2277
7. H 0.4214
8. H 0.4475
9. C 0.1008
10. H 0.2484
11. H 0.2001
12. H 0.1834
13. N -1.0304
14. C -0.0854
15. H 0.2289
16. H 0.4411
17. O -0.8546
18. H 0.4961

=====

(5)
Molecular formula: C3H10BNO2
Method: DFT, ωB97M-V/def2-TZVPD

Calculated values
Energy above the lowest of the compared OMol25 structures with the same formula, charge and spin, kcal per mole: 8.7
SMILES: CNB(OC)OC
Gap between HOMO and LUMO, eV: 10.02
HOMO, eV: -9.365

```
! wB97M-V def2-TZVPD RIJCOSX def2/J DEFGRID3
* xyz 0 1
O -0.39 1.62 -0.08
H -2.82 -0.29 -0.62
H 0.54 3.34 -0.61
C -2.43 -0.73 0.27
C 0.75 2.34 -0.28
H -2.66 -1.77 0.29
B 0.00 0.20 0.09
H -2.77 -0.28 1.19
H 1.41 2.48 0.56
H -0.57 -1.72 -0.13
H 1.19 -2.05 0.09
N -0.97 -0.81 0.20
H 1.28 1.91 -1.14
H 2.66 -1.19 0.87
O 1.35 -0.03 -0.08
C 1.90 -1.31 0.07
H 2.55 -1.57 -0.87
*
```

Computed natural (NBO) charges, given in elementary charges:
1. O -0.7013
2. H 0.1929
3. H 0.1660
4. C -0.3877
5. C -0.2371
6. H 0.1919
7. B 1.1854
8. H 0.2024
9. H 0.1612
10. H 0.3816
11. H 0.1606
12. N -0.8984
13. H 0.1666
14. H 0.1945
15. O -0.7162
16. C -0.2313
17. H 0.1689

=====

(6)
Molecular formula: C3H10BNOP2
Method: DFT, ωB97M-V/def2-TZVPD

Calculated values
Energy above the lowest of the compared OMol25 structures with the same formula, charge and spin, kcal per mole: 101.1
Gap between HOMO and LUMO, eV: 8.18
HOMO, eV: -7.866

```
! wB97M-V def2-TZVPD RIJCOSX def2/J DEFGRID3
* xyz 0 1
B 1.15 0.61 0.13
H 1.18 -2.57 0.70
O 0.60 -0.30 0.84
H -2.94 0.25 1.57
H -0.39 -0.57 -2.00
H 2.11 2.23 -0.97
C 2.30 1.70 -0.10
H 0.56 -2.05 -1.34
H -0.95 -1.01 1.65
P 0.04 -2.61 -0.02
H -2.41 -0.87 -0.86
C -1.51 -0.32 -0.49
H -1.28 1.77 0.90
H 2.20 2.30 0.72
H 3.22 1.13 -0.21
P -2.47 1.10 0.39
N -0.79 0.18 -1.51
C -0.60 -0.99 0.59
*
```

Computed natural (NBO) charges, given in elementary charges:
1. B 1.2144
2. H -0.0348
3. O -0.7521
4. H -0.0436
5. H 0.3205
6. H 0.2688
7. C -1.0289
8. H -0.0187
9. H 0.2305
10. P 0.2980
11. H 0.2211
12. C -0.3123
13. H -0.0544
14. H 0.2518
15. H 0.2592
16. P 0.2785
17. N -0.9046
18. C -0.1933

=====

(7)
Molecular formula: C3H10Br2N4O
Method: DFT, ωB97M-V/def2-TZVPD

Calculated values
Energy above the lowest of the compared OMol25 structures with the same formula, charge and spin, kcal per mole: 84.1
SMILES: CCN(C(=O)N[NH3+])[NH+](Br)Br
Gap between HOMO and LUMO, eV: 8.02
HOMO, eV: -18.376

```
! wB97M-V def2-TZVPD RIJCOSX def2/J DEFGRID3
* xyz 2 1
H 1.68 -1.18 -1.49
O 1.15 1.26 1.30
N 0.37 -0.33 -0.17
H -1.26 -1.74 -0.57
N 1.68 -0.55 -0.55
C 0.29 0.59 0.84
H -0.03 2.03 2.52
H -1.06 -1.71 -2.90
H -1.65 -0.11 -1.05
Br 2.87 -1.46 0.88
H 0.57 -2.09 -2.10
C -0.75 -0.82 -1.05
Br 2.78 1.21 -1.18
H 0.32 -0.61 -3.04
C -0.26 -1.25 -2.38
N -0.97 1.75 2.48
N -1.06 0.82 1.33
H -1.43 1.63 3.42
H -1.67 0.10 1.60
H -1.59 2.46 2.12
*
```

Computed natural (NBO) charges, given in elementary charges:
1. H 0.5101
2. O -0.5432
3. N -0.2969
4. H 0.2473
5. N -0.4097
6. C 0.7788
7. H 0.4653
8. H 0.2898
9. H 0.2668
10. Br 0.4061
11. H 0.1772
12. C -0.2572
13. Br 0.3631
14. H 0.2498
15. C -0.6080
16. N -0.5374
17. N -0.4533
18. H 0.4758
19. H 0.4192
20. H 0.4562

=====

(8)
Molecular formula: C3H10Br2N4O
Method: DFT, ωB97M-V/def2-TZVPD

Calculated values
Energy above the lowest of the compared OMol25 structures with the same formula, charge and spin, kcal per mole: 164.8
Gap between HOMO and LUMO (spin up / spin down), eV: 5.39 / 2.86
HOMO (spin up / spin down), eV: -16.629 / -16.398

```
! wB97M-V def2-TZVPD RIJCOSX def2/J DEFGRID3
* xyz 2 1
H 2.39 0.73 1.73
Br -0.48 -0.82 3.62
N 0.60 -0.58 -2.86
H 1.00 -0.97 0.64
H 2.26 -0.55 -0.57
N 0.45 0.03 -1.18
C 1.38 -0.19 -0.07
Br 0.07 -1.32 5.75
N -1.46 0.10 0.07
C 1.85 0.98 0.79
H 1.45 -0.38 -3.51
H -1.08 -0.28 0.90
N -2.74 0.00 0.04
H -0.39 -0.59 -3.20
H -3.39 -0.38 0.76
H 2.59 1.44 0.14
H 1.06 1.76 0.96
O -1.53 0.52 -2.09
C -0.83 0.26 -1.11
H -3.21 0.24 -0.80
*
```

Computed natural (NBO) charges, given in elementary charges:
1. H 0.2664
2. Br 0.1970
3. N -0.4998
4. H 0.2038
5. H 0.2713
6. N -0.1089
7. C -0.2712
8. Br 0.4145
9. N -0.2022
10. C -0.6403
11. H 0.4585
12. H 0.4203
13. N -0.3782
14. H 0.4370
15. H 0.4606
16. H 0.2523
17. H 0.2247
18. O -0.5977
19. C 0.6333
20. H 0.4586